No. 1
{
  "formula": "C2H6S2",
  "method": "wB97M-V/def2-TZVPD",
  "lumo_energy_ev": [-5.12, -8.87],
  "homo_ev": [-15.71, -15.64],
  "de_lowest_ev": 0.8884,
  "spin_multiplicity": 2,
  "s_squared": 0.754,
  "homo_lumo_gap_ev": [10.6, 6.8],
  "total_charge": 1,
  "energy_ev": -23832.7725,
  "elements": ["S", "H", "S", "H", "C", "H", "H", "H", "H", "C"],
  "xyz": [[1.032, -0.776, 1.110], [-0.398, 0.848, -2.084], [-0.381, -0.706, -0.396], [0.727, 1.365, -0.835], [-1.317, 1.913, -0.430], [1.994, -0.876, 0.165], [-1.519, 2.723, -1.129], [-2.295, 1.444, -0.290], [-0.925, 2.241, 0.529], [-0.254, 0.947, -1.016]]
}

---

No. 2
{
  "formula": "C4H12N2O",
  "method": "wB97M-V/def2-TZVPD",
  "lumo_energy_ev": 0.93,
  "homo_ev": -8.90,
  "de_lowest_ev": 2.3806,
  "smiles": "CN(O)C(C)(C)N",
  "homo_lumo_gap_ev": 9.8,
  "energy_ev": -9368.8132,
  "elements": ["H", "H", "H", "C", "O", "H", "H", "C", "H", "H", "C", "H", "N", "H", "H", "C", "H", "N", "H"],
  "xyz": [[-1.594, 0.742, 1.524], [0.846, 2.058, -0.568], [1.045, -0.353, -2.049], [0.021, -0.446, -0.134], [0.088, 1.733, -1.089], [-0.257, 1.922, 1.474], [-1.802, -1.314, 0.081], [-1.093, 1.483, 0.908], [1.081, -0.054, 1.715], [-0.582, -1.021, -2.123], [0.333, -0.993, -1.536], [1.784, -1.339, 0.736], [-0.925, -1.284, 0.590], [-0.565, -2.229, 0.654], [-1.790, 2.277, 0.643], [1.311, -0.361, 0.699], [0.747, -1.996, -1.463], [-0.667, 0.838, -0.313], [2.016, 0.338, 0.253]]
}

---

No. 3
{
  "formula": "C13H18N6OS",
  "method": "wB97M-V/def2-TZVPD",
  "lumo_energy_ev": 0.61,
  "homo_ev": -8.15,
  "de_lowest_ev": 10.5596,
  "homo_lumo_gap_ev": 8.8,
  "energy_ev": -35586.0353,
  "elements": ["C", "H", "C", "O", "H", "C", "N", "S", "N", "C", "H", "H", "H", "H", "H", "N", "H", "C", "H", "C", "N", "H", "H", "H", "H", "H", "H", "C", "C", "N", "H", "C", "H", "C", "N", "C", "C", "H", "C"],
  "xyz": [[1.933, 3.703, -0.533], [1.904, 7.331, -1.911], [-1.363, -5.212, 0.829], [0.757, -1.553, 2.194], [1.231, 6.767, -3.587], [-1.725, -4.142, -0.155], [-1.123, 2.450, -2.229], [0.785, 0.719, 0.912], [-1.012, 1.611, -1.183], [-0.198, -1.543, 1.650], [-1.567, -0.088, 0.861], [2.411, 2.295, 0.788], [-0.307, 4.946, -3.116], [0.254, -5.950, 2.291], [-2.265, -5.614, 1.350], [2.759, 3.343, 0.677], [2.638, 6.504, -2.950], [0.264, 4.450, -2.406], [-1.016, -4.223, 3.137], [-1.981, -3.113, 0.958], [-0.990, -2.672, 1.702], [0.563, -4.810, 0.827], [-0.640, -0.824, -0.420], [-2.615, -4.381, -0.774], [-2.929, -3.210, 1.664], [0.391, -3.647, 3.109], [-2.371, -2.123, 0.400], [-0.037, 1.910, -0.436], [-0.549, -3.743, 2.619], [0.836, 2.923, -0.894], [-1.188, -6.200, 0.042], [-0.473, -0.586, 0.581], [-0.885, -3.872, -0.716], [-0.127, 3.332, -1.871], [2.095, 4.749, -1.113], [1.302, 5.113, -2.052], [1.737, 6.521, -2.640], [3.608, 3.856, 0.701], [-0.108, -5.018, 1.694]]
}

---

No. 4
{
  "formula": "C32H37N4",
  "method": "wB97M-V/def2-TZVPD",
  "lumo_energy_ev": -4.19,
  "homo_ev": -9.85,
  "de_lowest_ev": 1.2400,
  "homo_lumo_gap_ev": 5.7,
  "total_charge": 1,
  "energy_ev": -39737.8891,
  "elements": ["H", "C", "C", "H", "C", "C", "C", "C", "H", "C", "C", "H", "C", "H", "H", "H", "C", "C", "C", "H", "H", "C", "H", "H", "C", "C", "C", "H", "C", "H", "C", "C", "N", "C", "N", "H", "H", "N", "C", "H", "H", "H", "C", "H", "C", "C", "H", "H", "H", "C", "C", "C", "H", "C", "H", "C", "C", "H", "H", "N", "H", "H", "H", "H", "C", "H", "H", "H", "H", "H", "C", "H", "H"],
  "xyz": [[-0.547, 0.071, 7.529], [-2.709, 0.277, -0.547], [1.368, 2.203, -2.142], [-0.931, 0.759, -3.966], [-0.455, -0.437, 3.747], [-2.422, -1.457, 1.625], [0.251, 2.436, -4.640], [2.304, 5.598, -4.634], [1.920, -2.714, 2.875], [1.214, 3.402, -4.239], [3.494, -4.135, -3.385], [-6.856, -0.451, 0.706], [-0.140, -0.267, 5.080], [3.392, 5.496, -4.777], [-0.159, -1.804, -1.273], [3.246, -3.034, -0.175], [3.857, -3.869, -2.063], [0.053, -1.311, 1.453], [1.769, 3.282, -2.936], [-0.592, 0.118, -0.804], [0.351, -2.816, -3.365], [0.963, -0.953, 5.660], [2.098, 5.822, -3.581], [-0.727, 0.432, 5.678], [-5.390, 1.335, -0.969], [1.355, -3.078, -3.020], [0.313, -1.260, 2.884], [1.247, 3.363, -6.888], [2.538, -1.229, 7.557], [0.531, -0.371, 8.863], [-3.857, -0.287, 0.072], [1.372, 4.385, -6.512], [0.473, 1.277, -2.524], [2.226, -3.758, -3.855], [-5.109, 0.059, -0.352], [-5.965, -1.830, 0.007], [0.488, 4.984, -6.788], [1.317, -0.722, 6.961], [-1.449, -0.168, -0.189], [-6.894, -0.732, -1.046], [4.193, -4.638, -4.046], [2.503, 3.991, -2.549], [1.687, -1.860, 4.829], [2.351, -2.159, 8.115], [0.802, -2.039, -0.822], [1.712, -2.752, -1.679], [-4.579, 2.046, -0.791], [1.979, 6.453, -5.247], [2.921, -0.490, 8.273], [-3.689, -1.217, 1.133], [-1.275, -0.955, 0.963], [1.363, -2.003, 3.484], [3.307, -1.420, 6.804], [1.023, -1.756, 0.522], [-0.234, 2.470, -5.619], [-0.117, 1.447, -3.722], [0.493, 0.062, 7.857], [-1.302, 0.123, 3.357], [4.818, -4.204, -1.675], [1.597, 4.412, -5.080], [1.789, 2.085, -1.140], [1.925, -4.015, -4.869], [-6.318, 1.737, -0.540], [2.028, -1.920, 0.913], [-6.261, -0.790, -0.152], [-2.825, 1.013, -1.349], [-4.565, -1.686, 1.591], [-2.305, -2.080, 2.515], [2.237, 4.844, -7.016], [-5.536, 1.219, -2.050], [2.986, -3.193, -1.219], [2.512, -2.441, 5.255], [0.849, 1.100, 7.925]]
}

---

No. 5
{
  "formula": "C2H2N2O",
  "method": "wB97M-V/def2-TZVPD",
  "lumo_energy_ev": [-0.71, -0.71],
  "homo_ev": [-9.42, -9.42],
  "de_lowest_ev": 4.5915,
  "homo_lumo_gap_ev": [8.7, 8.7],
  "energy_ev": -7129.2521,
  "elements": ["O", "N", "H", "H", "C", "C", "N"],
  "xyz": [[0.560, -0.783, -2.009], [-0.997, 0.451, 0.250], [1.626, -1.391, -0.373], [-0.916, 0.965, 1.841], [-0.234, -0.452, 0.095], [0.761, -0.889, -0.820], [-1.616, 1.271, 0.943]]
}

---

No. 6
{
  "formula": "C3H3F2N",
  "method": "wB97M-V/def2-TZVPD",
  "lumo_energy_ev": 0.72,
  "homo_ev": -12.38,
  "de_lowest_ev": 0.7084,
  "smiles": "N#C[C@@H](F)CF",
  "homo_lumo_gap_ev": 13.1,
  "energy_ev": -10083.5606,
  "elements": ["H", "F", "H", "N", "F", "C", "H", "C", "C"],
  "xyz": [[0.311, 0.566, -1.382], [0.742, 1.905, -0.018], [-1.080, 1.108, -0.562], [-0.988, -2.335, -0.473], [1.557, -0.397, 0.685], [-0.057, 0.821, -0.434], [-0.260, 0.102, 1.525], [0.200, -0.265, 0.566], [-0.424, -1.507, 0.092]]
}

---

No. 7
{
  "formula": "C5H11O2",
  "method": "wB97M-V/def2-TZVPD",
  "lumo_energy_ev": [0.76, -3.11],
  "homo_ev": [-10.88, -10.78],
  "de_lowest_ev": 0.2025,
  "spin_multiplicity": 2,
  "s_squared": 0.755,
  "homo_lumo_gap_ev": [11.6, 7.7],
  "energy_ev": -9456.2457,
  "elements": ["C", "H", "H", "H", "O", "O", "H", "C", "H", "H", "H", "H", "C", "C", "H", "H", "H", "C"],
  "xyz": [[-1.269, -0.435, -1.711], [0.298, -0.021, 3.106], [-2.141, -2.398, -1.169], [0.678, 0.181, 0.890], [-1.536, 0.644, -2.160], [-0.178, -1.103, -1.651], [3.144, 1.886, 1.545], [-2.373, -1.341, -1.049], [-2.502, -1.054, -0.005], [1.993, 2.159, 0.259], [2.280, -0.319, 0.941], [1.893, 0.580, 3.560], [1.602, 0.373, 1.424], [2.082, 1.804, 1.286], [1.522, 2.488, 1.935], [-3.268, -1.070, -1.617], [1.715, -1.080, 3.023], [1.350, -0.072, 2.865]]
}

---

No. 8
{
  "formula": "C2H3NS2",
  "method": "wB97M-V/def2-TZVPD",
  "lumo_energy_ev": -0.83,
  "homo_ev": -9.31,
  "de_lowest_ev": 1.1199,
  "smiles": "N=C=S.C=S",
  "homo_lumo_gap_ev": 8.5,
  "energy_ev": -25281.4502,
  "elements": ["S", "H", "H", "C", "S", "C", "H", "N"],
  "xyz": [[-2.254, 0.799, -0.414], [0.792, 1.682, -0.199], [-0.580, -0.474, 0.573], [-1.587, -0.419, 0.430], [2.297, -1.478, -0.499], [1.852, -0.003, -0.289], [-2.212, -1.269, 0.480], [1.692, 1.161, -0.082]]
}